DFT (wB97M-V/def2-TZVPD) results for 2 unconnected molecules or ions with the total composition C2H6O4 in a non-equilibrium geometry.

XYZ file:
```
12
C2H6O4, DFT wB97M-V/def2-TZVPD
O 1.6432 1.2081 0.6066
O -1.7234 -1.0360 -0.0510
O 1.9127 -0.4061 -0.8958
O 0.7209 -0.8077 0.9604
C 1.4088 -0.0761 0.2956
C -1.4165 0.4996 -0.6045
H -2.5851 -1.1676 0.3622
H -0.6343 0.3790 -1.3715
H 1.0077 1.3903 1.3607
H -1.1065 1.0910 0.3654
H -0.9324 -1.2873 0.5911
H 1.7050 0.2129 -1.6192
```

Properties
Gap between HOMO and LUMO (spin up / spin down)   0.1678 / 0.4251 Ha
Charge   0
ΔE to the lowest compared entry with this formula, charge and spin   13.6 kcal/mol
Spin multiplicity   3
Calculated total energy   -380.52550 a.u.
M   94.1 g/mol
Maximum force   4.9 eV Å⁻¹
HOMO (spin up / spin down)   -4.33 / -11.98 eV
<S²>   2.01